a) The molecule C6H4N2. Source: the OMol25 dataset; level of theory: ωB97M-V/def2-TZVPD.

Element x y z (Å)
N 1.280 1.307 -0.120
C 0.515 1.763 0.867
C 0.633 -0.908 -1.292
H 0.710 2.752 1.282
H 1.389 -1.218 -1.987
C -0.536 -0.097 0.431
N -1.289 -1.306 0.116
C 0.573 0.095 -0.418
C -0.644 0.943 1.251
H -0.720 -2.801 -1.196
C -0.546 -1.785 -0.864
H -1.291 1.185 2.077

Calculated values
* E_LUMO: -1.57 eV
* HOMO-LUMO gap: 0.2792 hartree
* spin multiplicity: 1

b) The molecule C6H4N2. Source: the OMol25 dataset; level of theory: ωB97M-V/def2-TZVPD.

Element x y z (Å)
C 0.125 0.220 1.152
H -0.305 2.294 2.205
C 0.247 -1.530 -0.515
H -0.821 2.899 -0.613
N 0.785 -2.887 -2.608
C 0.421 -2.106 -1.682
C -0.737 1.823 -0.207
N -0.686 0.787 -1.011
H 0.719 -0.727 1.786
H 0.634 -2.027 0.368
C -0.029 -0.218 -0.191
C -0.354 1.472 1.316

Calculated values
* E_LUMO: -1.77 eV
* HOMO-LUMO gap: 0.2876 hartree
* spin multiplicity: 1

Winner for stability: a)

a) A cluster of 2 separate species, C4H7NS in total. Source: the OMol25 dataset; level of theory: ωB97M-V/def2-TZVPD.

Element x y z (Å)
C 0.969 -0.438 -0.209
C -1.769 0.550 -0.057
H 1.945 -2.181 -0.950
H 2.744 -1.492 0.567
H -0.119 1.841 -0.376
H -1.924 2.652 -0.577
S 1.786 1.024 -0.232
C -1.342 1.835 -0.080
C 1.754 -1.697 0.013
H -1.413 2.160 0.986
H 1.325 -2.421 0.586
H -1.676 -1.286 0.316
N -2.280 -0.546 0.014

Calculated values
* E_LUMO (alpha / beta): -0.43 / -0.43 eV
* HOMO-LUMO gap (alpha / beta): 0.2302 / 0.2305 hartree
* spin multiplicity: 1

b) The molecule C4H7NS. Source: the OMol25 dataset; level of theory: ωB97M-V/def2-TZVPD.

Element x y z (Å)
H -1.388 -1.109 2.021
S -1.851 1.111 0.252
C -0.118 -1.058 2.174
H 0.967 -0.627 -1.024
C -0.077 1.140 -1.887
H 0.281 -1.515 3.219
C 0.667 -0.687 1.197
H 0.400 2.138 -1.804
H -1.115 1.182 -2.411
N 0.378 -0.272 -0.157
H 0.670 0.255 -2.242
H 1.679 -1.244 1.231
C -0.493 0.686 -0.570

Calculated values
* E_LUMO: 0.44 eV
* HOMO-LUMO gap: 0.3169 hartree
* spin multiplicity: 1

Winner for stability: b)

a) The molecule C4H7NS. Source: the OMol25 dataset; level of theory: ωB97M-V/def2-TZVPD.

Element x y z (Å)
S 0.021 0.263 1.994
H -1.668 -0.320 0.443
C -0.677 0.021 0.246
H -0.078 2.068 -0.458
N 1.602 -0.508 1.533
C 1.564 -0.865 0.285
C 0.290 -0.932 -0.529
H 0.390 -0.927 -1.591
H -0.140 -1.874 -0.230
H -1.182 1.241 -1.448
H 2.493 -1.354 0.047
C -0.869 1.376 -0.390
H -1.745 1.812 0.099

Calculated values
* E_LUMO: 0.82 eV
* HOMO-LUMO gap: 0.3431 hartree
* spin multiplicity: 1

b) The molecule C4H7NS. Source: the OMol25 dataset; level of theory: ωB97M-V/def2-TZVPD.

Element x y z (Å)
C -0.323 -0.615 -1.308
C -0.028 -0.387 -0.011
S 0.422 0.872 -2.337
N 0.488 1.819 -0.940
H 0.333 1.381 1.198
H 0.188 -2.086 1.491
H -1.428 -1.633 0.904
C 0.698 0.914 0.252
H -0.736 -1.402 -1.862
H -0.551 -0.511 2.028
C -0.405 -1.250 1.124
H 1.653 0.530 0.413
H -0.311 2.368 -0.953

Calculated values
* E_LUMO: 0.95 eV
* HOMO-LUMO gap: 0.3282 hartree
* spin multiplicity: 1

Winner for stability: a)

a) A cluster of 2 separate species, C4H7NS in total. Source: the OMol25 dataset; level of theory: ωB97M-V/def2-TZVPD.

Element x y z (Å)
H -0.131 2.531 0.888
H 0.414 -2.054 -1.038
H 1.974 -1.546 0.015
C 0.828 -1.513 -0.007
H -0.261 2.296 -0.896
H -1.257 0.394 1.109
H 0.175 -1.801 0.841
N 0.511 -0.092 -0.056
C -0.793 0.430 0.136
C -0.160 1.822 -0.035
S 4.178 0.068 0.013
H -1.533 0.180 -0.636
C 1.213 1.031 -0.013

Calculated values
* E_LUMO (alpha / beta): -1.62 / -1.62 eV
* HOMO-LUMO gap (alpha / beta): 0.2539 / 0.2536 hartree
* spin multiplicity: 1

b) The molecule C4H7NS. Source: the OMol25 dataset; level of theory: ωB97M-V/def2-TZVPD.

Element x y z (Å)
H -1.425 -2.408 -0.198
C -0.297 -0.533 -0.205
H 0.968 1.818 0.921
H 0.128 -2.547 -1.081
S 2.118 1.031 0.738
C -0.472 -1.891 -0.535
C -1.106 0.366 0.566
N -0.702 1.533 0.917
H 1.163 0.959 -1.418
H -2.105 0.000 0.714
C 1.213 0.174 -0.662
H -1.368 2.191 1.124
H 1.884 -0.694 -0.881

Calculated values
* E_LUMO: -0.32 eV
* HOMO-LUMO gap: 0.2897 hartree
* spin multiplicity: 1

Winner for stability: b)